(1)
67
Properties=species:S:1:pos:R:3 method="wB97M-V/def2-TZVPD" relative_energy_ev=2.242 lumo_energy_ha=0.0034 multiplicity=1 gap_ev=9.57 molar_mass_da=554.50 total_energy_ha=-2701.9241
Li 21.87181 16.47647 34.73667
C 20.03887 14.88258 31.44628
F 18.84210 15.37067 31.83907
F 20.31716 13.71722 32.10628
F 20.12292 14.51797 30.14282
S 21.55806 16.22205 31.57555
O 22.75731 15.37179 31.81900
O 21.62103 16.99882 30.31426
N 21.03857 17.09408 33.05842
S 20.13010 18.21587 32.46326
O 19.40884 18.02864 31.20756
O 19.25408 18.67182 33.53467
C 21.33177 19.75225 32.14145
F 21.83271 20.22967 33.30786
F 22.34893 19.38607 31.43822
F 20.65723 20.72896 31.45869
C 20.19859 19.02886 36.65955
C 21.70869 18.83889 36.40453
C 22.52283 19.80898 37.40187
O 21.97722 19.56491 38.70634
C 22.22956 20.59696 39.65671
N 21.91899 17.42087 36.59876
H 19.98328 18.80458 37.70427
H 19.52319 18.51439 35.97598
H 20.00186 20.09655 36.56226
H 22.04640 19.10405 35.40266
H 22.58586 20.83366 37.03560
H 23.55216 19.45544 37.46178
H 21.50805 20.72258 40.46402
H 22.17178 21.59406 39.22019
H 23.22489 20.44009 40.07244
H 21.25326 16.97925 37.21672
H 22.73481 17.49695 37.18932
C 19.13992 15.03508 35.28301
C 20.22378 14.35075 36.11701
C 19.87037 12.95227 36.54077
O 20.93280 12.62593 37.40790
C 20.72520 11.28769 37.85913
N 21.38751 14.39700 35.29633
H 18.49927 15.71546 35.84404
H 18.54894 14.30557 34.72924
H 19.47409 15.85253 34.64410
H 20.24300 14.96891 37.01456
H 19.72829 12.27195 35.70108
H 18.87857 13.08421 36.97326
H 19.80037 11.13007 38.41407
H 21.55565 10.99166 38.50008
H 20.84161 10.67676 36.96397
H 21.07968 13.84068 34.51157
H 22.07644 13.83857 35.77969
C 25.40811 17.20468 35.60373
C 25.06346 16.73862 34.21061
C 26.16875 15.88977 33.44536
O 25.96584 15.62346 32.08822
C 26.03352 16.70879 31.25551
N 23.92203 15.91922 34.42476
H 26.48439 17.30215 35.74596
H 25.19689 16.60181 36.48692
H 25.02187 18.13152 36.02786
H 24.63176 17.59521 33.69292
H 26.46173 14.97265 33.95638
H 27.03220 16.54638 33.55224
H 25.33587 16.67831 30.41858
H 27.07895 16.85210 30.98235
H 25.81343 17.68866 31.67920
H 24.23897 15.16647 35.01891
H 23.69309 15.33741 33.63155

---

(2)
74
Properties=species:S:1:pos:R:3 method="wB97M-V/def2-TZVPD" lumo_energy_ha=-0.0099 multiplicity=1 gap_ev=6.91 molar_mass_da=669.58 total_energy_ha=-3496.6820
C -2.55747 -1.28590 -1.14076
C -1.52063 -2.18468 -1.95735
N -0.73010 -2.95884 -0.93713
C 0.37409 -2.16564 -0.45367
C 0.33966 -1.41951 0.89007
C -0.92488 -1.43822 1.80776
O -0.65664 -1.72436 3.17448
O -0.20762 -3.02542 3.31301
C 1.50671 -0.65839 1.28386
P 1.70456 0.35668 2.82629
P 1.03502 2.35582 2.18840
O 2.21883 2.99783 1.53014
O 0.46875 3.28180 3.46368
O -0.22407 2.10194 1.11144
C 2.70127 -0.67817 0.35554
N 3.87615 -0.03050 0.63883
S 4.92304 -0.27767 -0.64246
N 3.98035 -1.24841 -1.64867
C 2.80000 -1.38682 -0.98484
C 1.54736 -2.12465 -1.34289
S 1.52647 -2.99961 -2.95009
H -3.09378 -1.90965 -0.36835
H -3.32940 -0.84354 -1.81648
H -1.97549 -0.49362 -0.57988
H -2.12021 -2.85792 -2.62387
H -0.83540 -1.56096 -2.59124
H -1.35474 -3.23325 -0.17970
H -1.47223 -0.45555 1.70932
H -1.67011 -2.21641 1.45714
H 0.41511 -2.96654 4.06723
H 0.86302 -0.09858 3.88634
H -0.21392 3.86026 3.05992
H -0.76443 2.92197 1.06882
H 1.54712 -4.35544 -2.70948
C 2.03151 -7.30842 -2.96320
O 2.40246 -6.14707 -2.89937
N 2.88400 -8.35741 -2.81003
N 0.73520 -7.65192 -3.19278
H 2.60129 -9.31810 -2.85855
H 3.85045 -8.14089 -2.63873
H 0.07600 -6.90175 -3.31078
H 0.41017 -8.59876 -3.24875
C -3.00649 0.33102 -4.83958
O -2.79209 -0.65520 -4.15525
N -4.05783 1.16734 -4.61313
N -2.21305 0.68082 -5.88852
H -4.25110 1.98281 -5.16355
H -4.66611 0.94119 -3.84603
H -1.42624 0.08690 -6.08570
H -2.37077 1.48694 -6.46351
C -0.93222 5.79387 -0.08605
O -1.12264 4.62822 0.25131
N 0.31168 6.34027 -0.12971
N -1.93791 6.62408 -0.43857
H 0.49506 7.28785 -0.40099
H 1.08423 5.74612 0.12759
H -2.87024 6.25243 -0.41513
H -1.80282 7.57773 -0.71502
C 4.64191 -2.62004 3.64642
O 3.43452 -2.45201 3.62212
N 5.21942 -3.72893 4.19065
N 5.51293 -1.71346 3.13113
H 6.20929 -3.88518 4.21981
H 4.60449 -4.42095 4.58081
H 5.11931 -0.88100 2.71878
H 6.50879 -1.82931 3.13896
C -4.00206 7.20944 2.34480
O -3.75269 7.58109 1.20881
N -5.19947 7.44394 2.94796
N -3.10209 6.52843 3.10400
H -5.42326 7.14691 3.87936
H -5.88966 7.94502 2.41653
H -2.20582 6.33657 2.69000
H -3.28452 6.21337 4.03849

---

(3)
61
Properties=species:S:1:pos:R:3 method="wB97M-V/def2-TZVPD" lumo_energy_ha=-0.1268 multiplicity=1 charge=+1 gap_ev=7.20 molar_mass_da=431.30 total_energy_ha=-2012.9277
C 1.38339 5.60174 2.02119
N 2.34787 4.45709 2.00101
C 3.77064 4.88897 1.84326
B 1.95898 3.41333 0.98578
O 2.01108 3.77614 -0.41338
C 1.50519 1.96522 1.56923
P 2.85145 1.48564 2.87149
C 4.47796 1.55528 1.84385
C 2.69077 -0.34154 3.34693
C 0.10039 2.20253 2.36117
N -0.24306 0.88051 2.96466
C -0.72528 0.01896 1.84306
S -0.73850 -1.73754 2.45617
O 0.22696 -2.64086 1.76073
O -2.16175 -2.20050 2.44309
F -0.28723 -1.66802 4.08913
C 0.02520 0.23529 0.44177
C -0.89838 1.01780 -0.65467
C -0.53640 0.33320 -2.07251
O -1.23614 -0.62350 -2.48996
N 1.38286 0.87031 0.53836
H 0.55665 5.47787 1.23237
H 1.87984 6.63227 1.92146
H 0.87249 5.61700 3.05897
H 4.25892 4.55096 0.85581
H 4.36168 4.37804 2.69585
H 3.94399 6.00914 1.96467
H 1.22457 4.33757 -0.60349
H 4.27811 1.53279 0.70806
H 5.06729 0.58444 2.05672
H 5.15544 2.41263 2.15881
H 3.73157 -0.83679 3.31915
H 2.06002 -0.94195 2.58143
H 2.16176 -0.50170 4.35325
H 0.20628 3.03160 3.15508
H -0.71547 2.59568 1.63679
H -0.93013 0.95982 3.72573
H -1.82983 0.31289 1.66514
H 0.19009 -0.81218 -0.01937
H -1.97992 0.73049 -0.43425
H -0.70495 2.13993 -0.62996
H 0.37274 0.65624 -2.71134
H 2.07532 0.10108 0.68309
H 1.60137 1.24407 -0.41461
C -2.14005 -3.97238 -2.56886
C -2.63543 -3.41961 -3.90177
C -4.14544 -3.63308 -4.13402
O -4.50060 -4.96131 -4.50294
C -4.61873 -5.86276 -3.41454
N -1.83532 -4.00187 -4.98686
H -2.03891 -5.05892 -2.57542
H -1.15246 -3.56453 -2.33354
H -2.81517 -3.69594 -1.75395
H -2.45758 -2.33845 -3.88848
H -4.44703 -3.00549 -4.97900
H -4.73733 -3.29865 -3.27319
H -5.01291 -5.37706 -2.51703
H -3.65379 -6.32822 -3.20434
H -5.30810 -6.65658 -3.70861
H -2.10302 -3.55866 -5.86373
H -2.14196 -4.96841 -5.10345

---

(4)
53
Properties=species:S:1:pos:R:3 method="wB97M-V/def2-TZVPD" relative_energy_ev=0.448 lumo_energy_ha=0.0035 multiplicity=1 gap_ev=6.60 molar_mass_da=399.77 total_energy_ha=-839.1711
Ba 0.87158 0.55766 0.69357
O 2.03458 2.17866 2.22957
C 3.10058 1.26666 2.40457
C 3.97658 1.00366 1.20057
O 3.29358 0.27966 0.12957
H 2.57358 0.40466 2.81857
H 3.56658 1.79766 3.17457
H 4.78358 0.39466 1.56157
H 4.32158 2.00666 0.88857
C 1.05658 0.10466 -2.61643
C 0.12058 1.26066 -2.78143
N -0.36342 1.61266 -1.48643
C 0.05058 3.01566 -1.23443
C 1.56158 3.23766 -0.91943
C -1.78042 1.56066 -1.71843
C -2.56542 1.77166 -0.47143
H 1.81358 0.36466 -1.94643
H 1.44158 -0.19434 -3.63043
H 0.59658 -0.83434 -2.23843
H -0.62942 0.93866 -3.44643
H 0.71758 1.98166 -3.32443
H -0.41042 3.28266 -0.30143
H -0.33742 3.68766 -1.98443
H 2.12158 2.69066 -1.62743
H 1.91458 2.90866 0.07057
H 1.82058 4.29166 -1.12543
H -2.21942 0.53766 -2.03243
H -2.11942 2.27166 -2.49543
H -3.57642 1.81266 -0.66343
H -2.29542 2.59666 0.04857
H -2.43442 1.04666 0.21957
C -2.58742 -3.19434 -0.33943
C -1.81842 -1.84634 -0.27843
N -0.82242 -1.69234 0.74057
C 0.23158 -2.58834 0.28557
C 1.46158 -2.65334 1.19657
C -1.23042 -2.03334 2.10557
C -2.27442 -0.99134 2.58757
H -3.20142 -3.35934 0.52557
H -1.98042 -4.06534 -0.47243
H -3.32742 -3.17034 -1.14943
H -2.54142 -1.06234 -0.15943
H -1.35042 -1.60134 -1.23343
H 0.50358 -2.39634 -0.70643
H -0.04242 -3.60434 0.08457
H 2.16058 -1.84234 1.09957
H 1.90158 -3.46834 0.79457
H 1.39958 -2.99734 2.25257
H -0.42242 -1.99834 2.88757
H -1.56042 -3.06834 2.24757
H -2.10042 0.00666 2.23957
H -2.14642 -0.99434 3.66657
H -3.25842 -1.21534 2.22957